2 unconnected molecules or ions with the total composition C5H8NO2 in a non-equilibrium geometry, computed with ωB97M-V/def2-TZVPD.

HOMO-LUMO gap: 0.4288 Eh
Total charge: +1
Molar mass: 114.1 u
E_tot: -400.24242 Ha

Last column: natural (NBO) charge in e.
Element x y z (Å)
1 C 1.32489 -0.53756 1.13815  -0.632
2 H 0.93152 -1.65472 -0.68942  0.254
3 H 2.20082 -0.07608 0.77175  0.256
4 C 0.53699 -0.85597 -0.06141  -0.100
5 H -1.15720 1.82641 -0.34066  0.451
6 C -0.48757 -0.26782 -0.57391  0.135
7 C -1.68723 0.05209 -1.33251  -0.227
8 H 1.38533 -1.40641 1.67534  0.241
9 O -1.56133 -0.81048 2.09811  -0.596
10 H -1.37895 0.68251 -2.08783  0.233
11 H -2.57192 -0.57255 -1.50200  0.270
12 H 0.76691 0.14744 1.69795  0.214
13 N -1.45567 0.84002 -0.10824  -0.580
14 O -0.68550 -2.10594 3.77219  -0.447
15 C -1.20327 -1.49162 2.95824  1.049
16 H -2.11851 0.62646 0.71850  0.480

A molecular structure, H24K2O16P in a non-equilibrium geometry, computed with ωB97M-V/def2-TZVPD.

HOMO-LUMO gap: 0.2953 Eh
Total charge: -1
Molar mass: 389.3 u
E_tot: -2759.88640 Ha

Last column: natural (NBO) charge in e.
Element x y z (Å)
1 H 1.68527 -0.50173 3.23494  0.489
2 H -1.82235 -1.08599 1.73784  0.499
3 O 3.19615 1.15401 1.04466  -0.998
4 O 0.06133 -0.12794 -4.51053  -0.976
5 H -3.25884 0.13052 0.60105  0.504
6 O -0.68917 -3.59973 0.64514  -1.002
7 H -0.43716 0.60484 -4.88151  0.449
8 H -0.70522 -1.32963 2.79390  0.485
9 H -1.95433 -1.21516 -0.94944  0.484
10 H -3.98038 0.07131 1.96349  0.476
11 P -0.12157 -0.01276 -0.18140  2.592
12 O -2.29640 -1.90320 -1.57957  -1.004
13 O -1.65388 -1.46850 2.63143  -1.001
14 K 3.15800 -1.56869 -0.34792  0.978
15 H 2.76446 1.39281 -1.46084  0.479
16 H 0.81224 -2.28437 -3.49110  0.478
17 H 0.96964 2.77605 -1.85229  0.456
18 O -4.12685 0.30991 1.04110  -1.002
19 O -1.64026 -0.09518 0.13357  -1.292
20 O 1.69420 -1.38564 2.84052  -1.034
21 H -0.01212 -0.02497 -3.53123  0.510
22 O 1.09496 3.20932 -1.00104  -1.009
23 H 1.32579 -1.27498 1.89301  0.500
24 H 3.24965 2.11257 1.08301  0.472
25 O 0.40078 1.24710 0.53840  -1.296
26 O 1.03494 -2.35467 -2.55663  -0.999
27 K -2.22895 1.81844 -1.82507  0.979
28 H 0.43598 1.27253 2.32163  0.508
29 O 0.11697 0.12226 -1.72341  -1.308
30 O 0.81757 1.49609 3.21031  -0.996
31 H -2.33235 2.00229 1.48648  0.477
32 H -1.51831 -2.40685 -1.84555  0.466
33 H 2.24626 0.97849 0.88326  0.508
34 O 2.68499 0.62961 -2.04679  -1.030
35 H 0.58088 -1.59931 -2.14031  0.500
36 H 0.92086 2.49773 -0.33878  0.507
37 H -0.23247 -2.75393 0.37837  0.498
38 O -1.67059 2.70762 1.49014  -1.003
39 H 0.88263 2.45393 3.21378  0.464
40 O 0.66440 -1.20469 0.41190  -1.288
41 H 1.73080 0.35100 -1.97149  0.504
42 H -0.97600 -3.43750 1.55008  0.477
43 H -0.87154 2.29697 1.10688  0.498